Record 1
The following is a DFT calculation (the ωB97M-V functional and the def2-TZVPD basis) of a structure of composition C51H53N3O3P2ReSb in a non-equilibrium geometry.

**Charge**: +1
**2S+1**: 2
**E_tot**: -3366.22642 a.u.
**<S²>**: 0.833
**HOMO-LUMO gap (alpha / beta)**: 5.510 / 5.993 eV
**Lowest unoccupied orbital energy (alpha / beta)**: -4.4 / -3.8 eV

```
114
C51H53N3O3P2ReSb the ωB97M-V functional and the def2-TZVPD basis
C -1.9240 0.8745 -2.5164
C -4.6618 2.6352 3.5206
C 4.4844 -0.8166 -1.2668
C -0.1174 -1.3428 5.8279
H -4.3039 -1.4027 -3.2974
H 0.3009 0.1505 -6.9221
H -4.7140 2.7860 -2.5829
H -0.2184 3.1203 -3.2818
H 2.3692 -3.3471 -3.6130
C 3.6193 3.4911 1.0320
H -0.2345 -2.4998 -4.9744
H -5.7236 0.6047 -3.1432
H 1.3754 2.7523 -2.6016
C 4.1390 1.2498 1.7964
H 1.3961 -3.4770 -0.2018
C -2.6820 1.9351 2.3623
H 6.0745 1.0771 2.6332
O 2.0058 1.2300 0.8056
H 4.2110 4.2875 0.5808
C 4.8573 -0.6157 3.1581
H 2.7222 0.3201 -3.4542
H 3.4164 -2.1504 3.4935
C 0.2963 2.7224 -2.4014
H -6.0653 -4.5492 1.2435
H -0.1576 5.6224 -1.6296
H 0.0321 -4.0392 -4.1475
N -0.0735 2.8015 0.0307
C -4.0794 -2.0238 0.1992
C -3.3488 2.0359 1.1474
H -1.8834 -1.2398 -2.8923
H 4.0265 1.2892 -1.0472
H 4.7703 0.8749 -2.5992
C 2.8693 0.6316 1.5780
H 1.6826 -0.2435 6.2073
H 1.3781 -2.3356 2.5897
H -4.0953 -1.1160 -0.3857
C 1.8191 -2.8894 -4.4352
H -2.8331 1.7983 0.2263
C 1.8017 -0.9294 -5.9110
C -4.0944 1.9041 -2.6444
P -0.9151 1.5599 2.4161
H 0.0957 -2.0976 6.5690
H 3.3640 -4.8533 0.2304
Re 0.0445 0.7301 0.3766
Sb 2.3231 -1.2171 -1.3428
C -2.8524 -3.5817 1.5769
C -1.2814 -1.4205 5.0783
H 3.2087 3.8454 1.9830
C -1.6977 -1.5626 0.7340
C -3.9916 -4.3481 1.7195
H 2.0656 -3.4445 -5.3428
H -0.7867 3.9128 3.1149
O -1.7582 -0.4151 0.1549
H 0.0616 -2.5353 -3.2238
C 0.5236 0.6513 4.6510
C -2.8919 -2.4123 0.8158
C -5.3320 2.7221 2.3096
C -5.1749 -3.9524 1.1156
H 5.0114 -1.4589 -1.9702
H -2.3096 2.9572 -2.1357
C 3.5118 -3.8723 -0.2213
H -1.9828 -2.2267 5.2314
C -0.0086 3.4808 -1.1517
N 0.3963 -1.1035 1.3110
C -3.8634 -0.4473 -3.0538
H 4.7832 -1.0795 -0.2522
P -0.1498 0.9459 -2.1283
H 2.7998 3.2136 0.3667
C 2.3340 -1.4481 -4.6035
C -4.6761 2.4258 1.1265
C 2.2378 -3.4119 -0.8953
H 3.4272 -1.5162 -4.6629
H 5.7431 0.9284 -1.1334
O 4.5306 2.4321 1.2500
C -3.3369 2.2437 3.5524
H -0.4044 5.9027 1.0249
C -0.2127 3.7149 1.0381
C -0.1995 3.2558 2.4681
H -6.3674 3.0260 2.2936
C -0.6451 0.5744 3.8988
H -6.1380 -2.5086 -0.1301
H 5.6189 -1.0831 3.7588
N -0.6133 -1.9949 1.3317
C 5.1123 0.5986 2.5411
C 2.6329 -0.6362 2.1989
C 0.0682 0.3014 -4.7710
C 0.7189 -0.1540 -5.9751
C -2.7337 2.0017 -2.4070
H -2.8088 2.1738 4.4946
C -2.5023 -0.3552 -2.8279
C -4.6616 0.6831 -2.9664
C -1.5461 -0.4714 4.1116
H -5.1715 2.8770 4.4412
C 0.3241 -2.9924 -4.1805
H -5.1949 2.4981 0.1821
C 4.7678 0.6534 -1.5328
H 4.3372 -3.9388 -0.9268
C 1.4313 -1.3974 2.0422
C -5.2146 -2.7993 0.3474
H 1.9976 -4.0007 -1.7770
C 1.9897 -0.4970 -3.4578
H 2.2814 -1.3075 -6.8018
H 3.7957 -3.1772 0.5691
H -0.8885 0.7945 -4.8724
H -2.4441 -0.5338 3.5105
H -3.9634 -5.2551 2.3052
C -0.2831 4.9814 0.4904
H 1.2314 1.4491 4.4755
C -0.1517 4.8317 -0.9066
C 0.7766 -0.3033 5.6213
H 0.8270 3.2042 2.8474
H -1.9264 -3.8585 2.0544
C 3.6278 -1.2123 3.0030
C 0.6424 0.1345 -3.5661
```

***

Record 2
The following is a DFT calculation (the ωB97M-V functional and the def2-TZVPD basis) of a structure of composition C29H21N6PS12V.

**Charge**: -2
**Energy above the lowest of the compared OMol25 structures with the same formula, charge and spin**: 82.9 kJ/mol
**2S+1**: 4
**E_tot**: -7510.12553 a.u.
**<S²>**: 3.761
**HOMO-LUMO gap (alpha / beta)**: 5.125 / 5.113 eV
**Lowest unoccupied orbital energy (alpha / beta)**: 3.5 / 3.5 eV

```
70
C29H21N6PS12V the ωB97M-V functional and the def2-TZVPD basis
N -0.0135 -0.4334 3.4169
C 2.9770 2.0400 -2.7648
C 2.5655 3.0349 -3.6389
C -1.6935 -2.8322 0.6920
C -3.7475 0.7714 -2.3538
H -1.6565 1.3356 2.7946
H -4.5044 3.9210 -1.3703
S 2.7213 -4.3078 -3.8157
S 5.1446 5.5793 -0.0482
H -0.7625 -3.3648 0.5324
C 1.2005 -2.5238 3.4509
N -1.1817 1.5615 3.7141
C -1.9382 1.7255 -1.0796
S 2.2880 4.7781 0.2131
H -0.6185 3.4187 -2.5643
C 2.1167 -3.3017 1.5789
H 0.9985 -1.8699 6.2753
C -2.4831 0.6600 -1.7969
C 1.7069 3.2585 0.8590
C 0.7969 2.0294 -1.7348
S 2.5314 0.6824 1.6979
C -0.5244 0.4971 4.1856
C 0.5382 -1.2610 5.5173
C 2.6412 2.3193 1.1546
S 2.3793 -4.6222 2.6821
C -2.8893 -3.4742 0.4859
H 2.4068 0.7392 -1.1545
C 2.0942 1.5323 -1.8229
C 3.9682 4.4684 0.3181
N 1.4497 -2.3013 2.1118
H -3.4759 0.9452 1.5121
C -3.9397 3.0039 -1.4924
S -0.2930 0.2071 5.8938
H -1.6686 2.1354 4.3796
H -1.9173 -0.2604 -1.9045
C -4.4818 1.9402 -2.1997
H 3.2550 3.4259 -4.3770
H -2.9020 -4.5121 0.1882
P -0.2750 1.4431 -0.3697
H -4.1633 -0.0672 -2.8984
C -3.9702 -1.3829 0.9333
S 0.8856 -5.0972 -1.6433
S -0.0396 3.1291 0.9615
C 0.3887 3.0250 -2.6189
C 1.2671 3.5211 -3.5703
C 1.4800 -2.4522 -2.4362
S 2.4317 -1.5068 -3.5715
H -4.8575 -0.7652 1.0131
H 2.2889 -2.5230 -0.2091
N -1.5740 -1.5360 1.0312
H 3.9825 1.6431 -2.8223
H -5.0275 -3.1469 0.4051
C 3.2058 -2.7768 -4.4144
S 0.4035 -1.5294 -1.4009
C 1.6051 -3.8047 -2.5470
S 4.2739 -2.5584 -5.6806
C -4.0557 -2.7023 0.5966
C 0.5678 -1.4286 4.1771
H 2.4694 -4.1866 -0.1795
N 2.6235 -3.3139 0.3399
C -2.6704 2.8994 -0.9386
H 0.9374 4.2936 -4.2548
H -5.4736 2.0215 -2.6290
C 1.5945 -3.7218 3.9320
N -2.5619 0.5007 1.5434
S 4.2873 2.8731 0.8790
C -2.6983 -0.7715 1.1916
H 1.4499 -4.1211 4.9207
V 0.3883 -0.6372 1.1147
H -2.2521 3.7347 -0.3904
```

***

Record 3
The following is a DFT calculation (the ωB97M-V functional and the def2-TZVPD basis) of a cluster of 2 separate species, C3H2F4 in total in a non-equilibrium geometry.

**Energy above the lowest of the compared OMol25 structures with the same formula, charge and spin**: 271.8 kJ/mol
**E_tot**: -514.86344 a.u.
**SMILES string**: FC(F)F.C#CF
**HOMO-LUMO gap**: 11.480 eV
**Lowest unoccupied orbital energy**: 0.7 eV

```
9
C3H2F4 the ωB97M-V functional and the def2-TZVPD basis
H -1.6732 -1.5472 2.4053
C -0.7918 -2.1196 0.5405
F 1.2492 0.6547 -1.6103
F 0.9052 2.7518 -1.3067
C 0.7263 1.5533 -0.7971
F 1.3905 1.4641 0.3510
H -0.2764 1.3911 -0.6020
F -0.2165 -2.1190 -0.6136
C -1.3133 -2.0292 1.6329
```

***

Record 4
The following is a DFT calculation (the ωB97M-V functional and the def2-TZVPD basis) of a cluster of 4 separate species, C16H27F10N2O6 in total.

**Charge**: +1
**E_tot**: -2185.27715 a.u.
**HOMO-LUMO gap**: 9.289 eV
**Lowest unoccupied orbital energy**: -3.3 eV

```
61
C16H27F10N2O6 the ωB97M-V functional and the def2-TZVPD basis
H 1.6658 -0.2921 5.3139
C 2.4785 -0.9150 -6.6840
H -1.1174 -2.6275 -6.5389
H -4.6985 1.0439 2.6221
H -4.2523 -1.9434 2.0809
F -4.5595 -1.2690 -4.2926
C -1.6113 0.7545 -1.4741
C 6.5350 0.5744 5.1412
H -1.2972 1.8195 -3.3312
C 1.1014 -1.4689 -6.2425
O 0.1757 -1.1074 -7.1111
O -2.8168 -0.5344 1.5566
O 0.9646 -2.1397 -5.2615
H 0.9352 1.1817 4.6952
H -2.4279 0.5168 -0.7947
H 4.6803 2.3488 5.6056
H -1.6719 -1.5281 -7.8069
F -0.4666 0.7146 1.6105
C -4.7929 -0.0072 2.8947
H 6.6784 1.6318 4.8534
F 2.3900 0.3620 -7.0718
C -4.2035 -0.8876 1.8192
C 1.8823 0.6603 4.8267
H 7.1359 0.4098 6.0363
O -3.0231 0.7815 -3.4517
C -5.1568 -0.1218 -3.9414
C -2.1062 1.5630 -2.6504
H -1.1655 -0.1802 -1.8169
F 0.3988 -0.8226 2.8678
F -5.4176 0.5717 -5.0566
O -2.0690 -1.7455 3.3189
C -4.2658 0.7237 -3.0016
F -0.1341 -1.2773 0.8193
H 2.4560 2.5157 5.8202
H 2.3184 0.4758 3.8440
H -1.3200 -0.8046 -4.8489
O -4.7072 1.2524 -2.0234
H 4.6827 -0.4851 4.8318
C -1.8410 -0.7260 -5.8027
C 5.0553 0.3199 5.4682
C -1.9133 -1.0342 2.3718
F -6.3022 -0.4153 -3.3386
H -5.8499 -0.2403 3.0157
N 6.9804 -0.3557 4.1078
H -1.8411 0.3228 -6.1028
F 2.8869 0.9669 6.9646
C -1.1671 -1.5836 -6.8456
H 7.8998 -0.0931 3.7684
C -0.5048 -0.5934 1.9028
H -0.8587 1.3169 -0.9231
C 2.7866 1.4802 5.7251
H -2.8721 -1.0313 -5.6422
H 4.8961 0.0471 6.5067
H -4.2945 -0.1662 3.8505
H -2.5961 2.4827 -2.3348
H 6.3710 -0.3139 3.2965
N 4.2117 1.5393 5.1925
F 2.9492 -1.6358 -7.7092
F 3.3492 -0.9889 -5.6790
H 4.1596 1.6977 4.1851
H -4.7029 -0.7405 0.8646
```

***

Record 5
The following is a DFT calculation (the ωB97M-V functional and the def2-TZVPD basis) of the molecule C5H9B in a non-equilibrium geometry.

**Energy above the lowest of the compared OMol25 structures with the same formula, charge and spin**: 153.9 kJ/mol
**E_tot**: -220.67351 a.u.
**HOMO-LUMO gap**: 9.835 eV
**Lowest unoccupied orbital energy**: 0.5 eV

```
15
C5H9B the ωB97M-V functional and the def2-TZVPD basis
C -1.1561 1.0902 0.1175
H 2.1641 -0.0345 0.5486
H -1.6929 2.8900 -0.9572
H 0.4637 -1.9409 -1.1305
C -0.3951 -1.2869 0.8354
H -2.2564 0.9825 0.2884
H 0.0389 2.8433 -0.6455
C 0.8429 -1.5912 -0.2057
C -0.8870 2.2935 -0.4642
H -0.3309 -1.7511 1.8035
B -0.0462 0.1024 0.3530
C 1.3461 -0.1521 -0.1880
H 1.5730 -2.2846 0.1698
H 1.7263 0.3410 -1.1054
H -1.3903 -1.5016 0.5804
```

***

Record 6
The following is a DFT calculation (the ωB97M-V functional and the def2-TZVPD basis) of a cluster of 2 separate species, C4H8O3S in total in a non-equilibrium geometry.

**Energy above the lowest of the compared OMol25 structures with the same formula, charge and spin**: 474.7 kJ/mol
**E_tot**: -780.95243 a.u.
**HOMO-LUMO gap**: 9.989 eV
**Lowest unoccupied orbital energy**: -0.5 eV

```
16
C4H8O3S the ωB97M-V functional and the def2-TZVPD basis
O 1.5712 -1.3368 0.4497
H 2.8084 1.6839 -0.2447
H -1.5064 -1.1639 -1.3539
H -2.4978 -2.6744 0.1083
O -0.8512 1.7849 -0.8372
H -2.0780 -1.5401 1.5606
O 1.3869 -0.1991 -1.7059
H -1.3898 1.4527 -1.4740
H 1.2431 1.8391 0.3867
C -1.3534 -0.9868 -0.3679
H 2.5628 1.2322 1.4414
C 2.0534 1.2597 0.3615
C -1.9949 -1.7898 0.5007
H -0.6406 0.4788 1.2791
S 1.2050 -0.1707 -0.2931
C -0.5186 0.1304 0.1888
```

***

Record 7
The following is a DFT calculation (the ωB97M-V functional and the def2-TZVPD basis) of the molecule C4H4N2O2 in a non-equilibrium geometry.

**Energy above the lowest of the compared OMol25 structures with the same formula, charge and spin**: 588.9 kJ/mol
**E_tot**: -414.62186 a.u.
**SMILES string**: Cc1noncc1=O
**HOMO-LUMO gap**: 9.237 eV
**Lowest unoccupied orbital energy**: -0.6 eV

```
12
C4H4N2O2 the ωB97M-V functional and the def2-TZVPD basis
O 0.8932 1.6943 -0.1186
O -2.0687 -0.9705 -0.1004
H -2.0410 2.3003 0.3270
C -0.0460 0.9919 -0.0177
N -2.3060 0.3262 -0.0191
H 1.8694 -0.1864 -0.8503
H 2.0455 -2.0692 -0.2773
C 0.0904 -0.4576 0.1557
H 2.1005 -0.4995 0.8453
C -1.4713 1.2508 0.0395
C 1.6225 -0.9355 0.0390
N -0.6886 -1.4447 -0.0230
```

***

Record 8
The following is a DFT calculation (the ωB97M-V functional and the def2-TZVPD basis) of a structure of composition C33H33F6FeN7O4PSSi.

**Charge**: +1
**Energy above the lowest of the compared OMol25 structures with the same formula, charge and spin**: 169.4 kJ/mol
**2S+1**: 5
**E_tot**: -4853.53062 a.u.
**<S²>**: 6.023
**HOMO-LUMO gap (alpha / beta)**: 7.778 / 7.661 eV
**Lowest unoccupied orbital energy (alpha / beta)**: -4.1 / -4.3 eV

```
87
C33H33F6FeN7O4PSSi the ωB97M-V functional and the def2-TZVPD basis
C -2.8535 3.4103 -0.0779
H 4.0706 0.9163 -2.2516
H -2.0919 -5.3573 -2.7374
C -1.7009 -4.6183 -2.0297
H -0.7283 -4.9650 -1.6746
F -3.4716 0.1348 -0.9807
C 1.5534 2.1264 0.2550
O -0.5191 -2.5217 -0.2870
O -0.2677 -0.5134 0.7326
N -4.9344 4.2074 -0.8873
H 1.9234 7.2576 5.4117
C 1.9825 1.0831 -1.7343
H -3.7927 -2.1139 -2.5326
H 1.4780 -3.7327 1.2662
H -3.6585 -2.8465 -4.1411
H -2.9658 -1.2423 -3.8305
H 2.6750 -1.4287 -0.8644
N 2.2689 -1.9201 2.0496
H -5.4285 3.5928 -2.7926
C -0.7213 -1.8533 -1.4490
N 1.0982 1.5332 -0.8525
H -2.3868 -4.5598 -1.1819
C -1.2642 5.2846 4.8116
C 2.9144 2.2452 0.4763
F -5.2806 -0.9202 0.0087
H -0.3135 -1.8676 2.8961
H -0.7856 -3.3593 2.0406
C 4.2340 -4.3406 -0.0665
C -1.7121 3.4510 0.8814
H 1.4635 -3.5883 3.0243
H 0.6870 -3.4042 -3.8218
P -4.0584 -0.1035 0.5808
H -4.2262 4.6853 0.9870
H -3.4461 2.0595 -2.9821
H -0.1298 -2.1043 -4.7158
H 4.6547 -5.9215 -1.4467
H 1.9523 -1.0591 1.6186
H -2.4112 4.9173 2.2911
C 0.6804 3.5374 2.2064
F -2.6829 0.7787 1.0254
N -2.6616 2.6449 -1.1669
C 4.2137 -4.9392 -1.3185
O 4.3991 -0.9466 1.3853
F -4.8597 1.2613 0.4754
N 0.0393 6.8177 6.1133
C 3.6443 -4.9531 -3.7739
H 3.6720 -4.2124 -4.5727
C 1.3246 -3.0377 2.0967
C -3.1403 -2.2311 -3.3990
C 0.4953 2.7877 1.0641
S 3.8191 -2.2350 1.6246
Fe -1.1801 1.0229 -0.7262
C -0.3196 -1.7167 0.8013
C -4.0172 4.1361 0.0764
O 4.3536 -3.1618 2.5696
C -0.6618 -0.6544 -1.8571
F -3.1666 -1.4553 0.6272
H -2.1877 4.7262 4.7052
H 2.7377 -5.5494 -3.9062
H 4.4957 -5.6218 -3.8927
C -0.1030 -2.5115 2.0456
N -0.6892 2.7187 0.4751
C -0.2352 5.1498 3.8900
H 1.5927 0.6061 -2.6259
C -3.5853 2.6958 -2.1167
C -1.5983 4.2707 1.9896
H 2.6628 -2.5073 -3.0891
Si -1.5519 -3.0125 -2.9161
H 1.6333 3.5547 2.7178
C -0.2690 -3.0788 -4.2402
F -4.4485 -0.2920 2.0924
H 1.7624 5.8113 3.4062
C 3.0927 -3.0283 -2.2382
H -0.5625 -3.7973 -5.0134
C -1.0786 6.1222 5.9017
C -0.3932 4.2877 2.6925
H 4.6822 -4.8332 0.7873
C 0.9367 5.8628 4.1067
C 3.6538 -4.2952 -2.4185
C -4.7017 3.5149 -1.9931
C 3.6779 -3.0800 0.0849
N 3.8082 1.8229 -0.4152
C 3.3440 1.2511 -1.5207
H -1.8640 6.2396 6.6412
C 3.1013 -2.4195 -0.9966
H 3.3046 2.7046 1.3775
C 1.0235 6.6811 5.2241
```